(1)
The following is a DFT calculation (wB97M-V/def2-TZVPD) of 2 unconnected molecules or ions with the total composition C4H14N2O in a non-equilibrium geometry.

```
21
C4H14N2O (wB97M-V/def2-TZVPD)
C 0.26651 -2.18512 -0.52704
C -0.36193 -1.68974 0.77947
C -1.13131 -0.38680 0.56403
N -0.38391 0.64438 -0.15225
C -1.04790 1.92399 -0.13135
N -0.28088 2.84800 -0.93351
H -0.50802 -2.43526 -1.26014
H 0.85818 -1.38568 -0.97830
H 0.86067 -3.07941 -0.35738
H 0.43258 -1.48522 1.48929
H -1.10971 -2.40486 1.10782
H -2.01834 -0.59058 -0.04465
H -1.54239 -0.00578 1.49880
H 0.56786 0.75996 0.17660
H -1.14115 2.31633 0.88538
H -2.06613 1.75850 -0.50160
H -0.76248 3.71304 -1.14597
H -0.02699 2.42090 -1.81548
H 3.91260 -0.27017 0.52121
H 2.46034 -0.55056 0.17847
O 3.02237 0.08408 0.64659
```

Calculated values
**Net charge**: 0
**LUMO energy**: 0.91 eV
**2S+1**: 1
**Energy above the lowest of the compared OMol25 structures with the same formula, charge and spin**: 1.132 eV
**Gap between HOMO and LUMO**: 9.6 eV
**E_HOMO**: -8.72 eV
**Energy**: -345.53460 Ha

Löwdin atomic charge list, values in e, 2 entries: number 1, C, carries -0.118; number 2, C, carries -0.238

(2)
The following is a DFT calculation (wB97M-V/def2-TZVPD) of a molecular structure, C3H6N2O in a non-equilibrium geometry.

```
12
C3H6N2O (wB97M-V/def2-TZVPD)
O 0.36143 1.48076 1.85301
N 0.38847 0.08881 1.69164
C -0.04841 -0.08491 0.35780
C 0.29364 -1.18559 -0.66704
N -0.01542 -0.19558 -1.71970
C -0.28522 0.77139 -0.72637
H 0.51758 1.58749 2.80116
H -0.35620 -2.06620 -0.66081
H 1.34179 -1.48848 -0.67285
H -0.75778 -0.42779 -2.37588
H -0.98484 -0.31104 0.98232
H -0.45504 1.83114 -0.86328
```

Calculated values
**Net charge**: 0
**LUMO energy (spin up / spin down)**: 0.80 / 0.87 eV
**2S+1**: 1
**Energy above the lowest of the compared OMol25 structures with the same formula, charge and spin**: 6.913 eV
**Gap between HOMO and LUMO (spin up / spin down)**: 8.5 / 7.7 eV
**E_HOMO (spin up / spin down)**: -7.70 / -6.79 eV
**Energy**: -302.43906 Ha

Löwdin atomic charge list, values in e, 2 entries: number 1, O, carries -0.081; number 2, N, carries -0.015

(3)
The following is a DFT calculation (wB97M-V/def2-TZVPD) of 5 unconnected molecules or ions with the total composition C31H54Cl16NO5S in a non-equilibrium geometry.

```
108
C31H54Cl16NO5S (wB97M-V/def2-TZVPD)
C -2.83847 1.24951 0.55677
O -3.77275 1.27455 -0.48806
C -4.48501 0.05837 -0.64365
C -4.52834 -0.43843 -2.10791
C -4.35505 0.66058 -3.17418
C -3.04970 0.55959 -3.99032
C -1.88363 1.38193 -3.39443
C -1.59901 2.68013 -4.16132
C -0.42411 3.55952 -3.62483
C 0.28449 3.02245 -2.37457
C 1.41029 3.96316 -1.87469
C 1.44121 4.17039 -0.34557
C 2.51774 3.39303 0.43525
C 2.00897 2.10297 1.20340
C 1.71434 2.51643 2.65466
C 0.56890 3.52031 2.78571
C -0.06968 3.50946 4.18921
O 0.75251 2.84533 5.13472
C 0.03267 2.15816 6.13633
O 0.78186 1.63483 0.66991
C 0.86320 0.59226 -0.27124
C 2.14808 0.57321 -1.06996
C 2.15065 -0.40920 -2.23447
C 1.54042 -1.79712 -1.94448
C 2.54637 -2.97178 -1.83286
S 2.17453 -4.01074 -0.36546
N 3.25873 0.27815 -0.08988
C 3.16901 1.07224 1.20407
C 3.24821 0.06934 2.35024
C 4.62852 -0.63195 2.36741
C 4.84294 -1.40267 3.68044
C 4.06276 -2.71408 3.73638
O 3.55284 -3.11124 4.74446
O 4.02519 -3.45723 2.56121
H -3.31079 1.27459 1.54685
H -2.21423 2.14029 0.46627
H -2.18883 0.36760 0.51679
H -4.00487 -0.71164 -0.03116
H -5.50781 0.13619 -0.26258
H -3.79953 -1.24258 -2.22053
H -5.51329 -0.88645 -2.24255
H -5.16623 0.52728 -3.89450
H -4.48534 1.65705 -2.75446
H -3.23746 0.82119 -5.03175
H -2.75547 -0.49280 -3.99361
H -2.14416 1.60286 -2.35906
H -0.98424 0.75665 -3.40660
H -1.38384 2.44775 -5.20434
H -2.51237 3.27845 -4.14742
H 0.33657 3.59431 -4.40962
H -0.74800 4.58185 -3.43063
H 0.68518 2.04829 -2.64618
H -0.43540 2.92404 -1.56092
H 1.32985 4.91112 -2.40641
H 2.37403 3.54518 -2.19219
H 1.64716 5.23060 -0.18212
H 0.44191 4.00070 0.04569
H 2.91156 4.06778 1.19388
H 3.35407 3.15053 -0.22832
H 1.42104 1.62007 3.20300
H 2.60824 2.93145 3.11882
H -0.21903 3.37794 2.05171
H 0.97471 4.52273 2.62149
H -1.04370 3.01276 4.12216
H -0.26568 4.52780 4.53694
H 0.59091 2.19002 7.07186
H -0.11422 1.10082 5.88483
H -0.94979 2.59737 6.32313
H 0.72373 -0.36737 0.24140
H 0.04248 0.71883 -0.97968
H 2.38018 1.55797 -1.47169
H 1.64399 0.06953 -3.07028
H 3.18739 -0.55168 -2.56016
H 0.91820 -1.81109 -1.05530
H 0.87508 -2.02479 -2.77692
H 3.58690 -2.65580 -1.80081
H 2.41527 -3.62734 -2.68951
H 0.84843 -3.80854 -0.31408
H 3.22539 -0.73192 0.08379
H 4.17097 0.43907 -0.51773
H 4.07995 1.66642 1.26559
H 3.14039 0.53974 3.32361
H 2.45938 -0.69213 2.28780
H 4.74851 -1.31124 1.52156
H 5.41671 0.12517 2.31235
H 4.51905 -0.78111 4.51076
H 5.89536 -1.65876 3.81099
H 3.23408 -3.22542 2.05436
C -7.07033 -2.23525 1.97278
Cl -7.93361 -0.69689 2.02853
Cl -7.79445 -3.36752 3.11166
Cl -7.15409 -2.89946 0.33709
Cl -5.37362 -1.96834 2.40246
C 2.52701 -7.16261 3.91129
Cl 4.27649 -7.37351 3.80151
Cl 2.12027 -6.34641 5.41750
Cl 1.97080 -6.19770 2.53800
Cl 1.73928 -8.74986 3.87280
C -2.43857 -7.45252 1.76064
Cl -2.42529 -8.00597 0.08287
Cl -2.41575 -5.67870 1.79129
Cl -3.89992 -8.02955 2.56200
Cl -1.01122 -8.06534 2.59796
C -3.00979 0.16875 -8.58166
Cl -2.31707 -0.67426 -9.96691
Cl -4.03576 -0.93990 -7.66431
Cl -1.70573 0.75316 -7.53500
Cl -3.96965 1.53910 -9.13731
```

Calculated values
**Net charge**: +1
**LUMO energy**: -2.86 eV
**2S+1**: 1
**Gap between HOMO and LUMO**: 8.9 eV
**E_HOMO**: -11.71 eV
**Energy**: -9405.45017 Ha

Löwdin atomic charge list, values in e, 2 entries: number 1, C, carries -0.115; number 2, O, carries -0.196